(1)
{"formula": "C36H45ClCrN5OS2Si", "method": "ωB97M-V with the def2-TZVPD basis set", "species": ["Cr", "C", "Si", "C", "C", "C", "C", "C", "C", "N", "C", "S", "H", "H", "H", "H", "H", "H", "H", "H", "H", "H", "H", "H", "N", "S", "C", "C", "C", "C", "C", "C", "C", "C", "C", "C", "C", "C", "H", "H", "H", "H", "H", "H", "H", "H", "H", "H", "H", "C", "C", "C", "C", "C", "O", "C", "C", "C", "C", "C", "C", "Cl", "C", "C", "C", "N", "C", "N", "C", "N", "H", "H", "H", "H", "H", "H", "H", "H", "H", "H", "H", "H", "H", "H", "H", "H", "H", "H", "H", "H", "H", "H"], "coordinates": [[1.5542, -0.9606, -1.8817], [5.9507, -0.7105, 2.9372], [4.9909, -2.0822, 2.1162], [5.9753, -3.6587, 2.1005], [3.3939, -2.3073, 3.0303], [4.7848, -1.5373, 0.3031], [5.9007, -1.0075, -0.3353], [5.8643, -0.5365, -1.6493], [4.6553, -0.5496, -2.2968], [3.5657, -1.0709, -1.7237], [3.6235, -1.6184, -0.4884], [2.1030, -2.3868, -0.0554], [6.1363, -0.9671, 3.9833], [5.3823, 0.2224, 2.9190], [6.9204, -0.5257, 2.4714], [6.1453, -4.0284, 3.1143], [6.9493, -3.5115, 1.6281], [5.4452, -4.4346, 1.5428], [3.6272, -2.4811, 4.0853], [2.8211, -3.1563, 2.6609], [2.7593, -1.4204, 2.9640], [6.8403, -0.9517, 0.2039], [6.7475, -0.1549, -2.1407], [4.5289, -0.1472, -3.2945], [1.7221, 1.0983, -2.3199], [0.9826, 2.2977, -3.0679], [2.1924, 3.5767, -3.3622], [1.7574, 4.8534, -3.6994], [2.7002, 5.8263, -3.9841], [4.0560, 5.5225, -3.9309], [4.4731, 4.2435, -3.5985], [3.5380, 3.2540, -3.3175], [-0.0978, 3.1335, -1.9318], [-1.4596, 3.0629, -2.1739], [-2.3362, 3.6238, -1.2525], [-1.8404, 4.2353, -0.1119], [-0.4682, 4.2986, 0.1199], [0.4125, 3.7469, -0.7924], [2.2517, 1.4604, -1.5239], [0.7011, 5.0899, -3.7276], [2.3763, 6.8251, -4.2433], [4.7877, 6.2884, -4.1505], [5.5285, 4.0089, -3.5585], [3.8496, 2.2504, -3.0645], [-1.8388, 2.5806, -3.0669], [-3.4021, 3.5764, -1.4295], [-2.5244, 4.6713, 0.6042], [-0.0884, 4.7838, 1.0091], [1.4821, 3.8061, -0.6261], [-6.7708, -1.9318, -0.9653], [-5.8386, -1.9490, 0.2547], [-6.4755, -1.0571, 1.3299], [-5.7515, -3.3840, 0.7885], [-4.4215, -1.3856, -0.1032], [-4.5246, -0.0298, -0.5394], [-3.4403, -1.5112, 1.0869], [-2.5491, -0.2886, 1.3381], [-1.6639, -0.5103, 2.5375], [-0.4373, -1.1548, 2.4161], [0.3558, -1.4086, 3.5253], [-0.0822, -1.0056, 4.7750], [0.9127, -1.3026, 6.1665], [-1.2973, -0.3591, 4.9266], [-2.0789, -0.1180, 3.8065], [-3.8970, -2.1056, -1.3405], [-2.6152, -1.5759, -1.8030], [-1.3936, -1.8133, -1.3555], [-0.5184, -1.1019, -2.0522], [-1.3020, -0.4265, -2.9445], [-2.5746, -0.6952, -2.8354], [-7.8016, -2.0658, -0.6353], [-6.5562, -2.7424, -1.6643], [-6.7095, -0.9826, -1.4997], [-7.4167, -1.5046, 1.6509], [-6.7243, -0.0657, 0.9421], [-5.8560, -0.9378, 2.2214], [-6.7551, -3.7334, 1.0361], [-5.1481, -3.4631, 1.6928], [-5.3497, -4.0775, 0.0469], [-4.9586, 0.4877, 0.1465], [-2.8155, -2.4024, 0.9650], [-3.9959, -1.6896, 2.0079], [-3.1800, 0.5830, 1.5235], [-1.9468, -0.0429, 0.4600], [-0.0709, -1.4499, 1.4367], [1.3098, -1.9036, 3.4206], [-1.6226, -0.0461, 5.9093], [-3.0284, 0.3928, 3.9262], [-4.5794, -1.9407, -2.1676], [-3.7847, -3.1745, -1.1711], [-1.1563, -2.4951, -0.5544], [-0.9104, 0.2365, -3.7000]], "atomic_forces_ev_per_a": [[-0.3272, 0.2998, -0.1464], [0.0583, 0.0804, 0.0709], [0.1183, -0.0030, -0.1273], [0.0449, -0.1299, -0.0434], [0.1780, 0.0460, -0.0160], [-0.0583, -0.0653, -0.1140], [0.0103, 0.0284, -0.0030], [0.0292, -0.0382, 0.0667], [-0.0365, 0.0554, -0.0325], [0.3583, -0.0718, 0.2026], [0.0938, -0.0482, 0.1071], [0.0241, -0.0068, -0.0732], [-0.0021, 0.0215, -0.0148], [0.0272, 0.0021, 0.0153], [-0.0120, 0.0009, 0.0169], [0.0024, 0.0113, -0.0175], [-0.0086, -0.0274, 0.0070], [0.0325, -0.0102, 0.0206], [-0.0395, 0.0358, -0.0054], [0.0125, -0.0405, -0.0083], [0.5930, -0.0357, -0.1118], [-0.0012, 0.0077, -0.0095], [-0.0006, 0.0131, 0.0234], [-0.0225, -0.0054, 0.0010], [0.1869, 0.0365, 0.0954], [-0.2605, -0.1758, -0.2415], [0.0674, -0.0372, 0.0249], [0.0229, -0.0076, -0.0070], [-0.0022, -0.0137, 0.0065], [0.0032, -0.0104, -0.0004], [-0.0067, -0.0141, 0.0011], [0.0059, 0.1052, 0.0008], [0.0820, -0.0071, 0.1268], [-0.0622, 0.0198, 0.0108], [0.0088, -0.0156, 0.0112], [0.0118, -0.0108, -0.0072], [-0.0054, -0.0024, -0.0067], [-0.0783, 0.0382, 0.0272], [0.0212, -0.0044, -0.0523], [0.0008, -0.0045, -0.0017], [0.0028, -0.0044, -0.0011], [-0.0044, -0.0038, 0.0008], [-0.0095, 0.0025, -0.0016], [0.0069, -0.0248, -0.0012], [0.0154, 0.0036, 0.0244], [0.0032, 0.0036, -0.0041], [0.0043, 0.0050, 0.0006], [-0.0131, -0.0071, -0.0009], [-0.0056, -0.0121, -0.0135], [0.0234, 0.0013, -0.0162], [0.0127, 0.0324, 0.0578], [-0.0357, 0.0036, 0.0387], [-0.0126, -0.0014, 0.0006], [-0.1879, 0.1044, 0.0402], [-0.0638, -0.0226, -0.0385], [0.0401, 0.0073, 0.1003], [0.0109, 0.0279, 0.0261], [0.0038, 0.0011, 0.0361], [-0.0233, 0.0337, -0.0538], [-0.1879, -0.0595, 0.0375], [-0.0796, 0.0365, -0.0525], [0.0151, -0.0156, 0.0113], [-0.0092, 0.0222, 0.0323], [-0.0089, -0.0072, -0.0027], [0.1251, 0.0325, -0.1731], [-0.2591, 0.0662, -0.2410], [0.1575, -0.1824, 0.0642], [-0.0558, 0.1721, -0.1107], [-0.0260, -0.1185, -0.1017], [0.1187, -0.0649, 0.2845], [0.0039, -0.0113, -0.0013], [0.0234, 0.0170, 0.0081], [-0.0064, -0.0091, 0.0154], [0.0053, 0.0117, 0.0106], [-0.0068, -0.0132, -0.0024], [-0.0081, -0.0133, -0.0380], [0.0061, -0.0054, -0.0064], [-0.0025, 0.0078, 0.0068], [0.0021, 0.0186, 0.0075], [0.0013, -0.0267, 0.0081], [-0.0260, 0.0230, 0.0255], [0.0286, -0.0207, -0.0104], [0.0170, 0.0071, -0.0150], [-0.0141, -0.0033, 0.0150], [-0.0151, 0.0168, 0.0800], [-0.6600, -0.0127, 0.1407], [-0.0062, 0.0026, -0.0044], [0.0035, -0.0059, 0.0008], [0.0196, -0.0402, -0.0460], [0.0188, 0.0208, 0.0516], [0.0018, 0.0252, -0.0319], [-0.0141, -0.0366, 0.0466]], "spin_multiplicity": 5, "e_homo_ev": [-10.22, -10.53], "s_squared": 6.018, "orbital_gap_ha": [0.299, 0.306], "total_charge": 1, "lumo_ev": [-2.091, -2.211]}

=====

(2)
{"formula": "C36H45CoN5O7S2Se2", "method": "ωB97M-V with the def2-TZVPD basis set", "species": ["Co", "Se", "Se", "C", "C", "C", "C", "C", "N", "C", "C", "C", "C", "C", "N", "H", "H", "H", "H", "H", "H", "H", "H", "C", "C", "C", "C", "C", "C", "C", "S", "O", "O", "N", "C", "C", "C", "O", "O", "H", "H", "H", "H", "H", "H", "H", "H", "H", "H", "H", "H", "O", "C", "C", "C", "C", "C", "C", "C", "O", "O", "H", "H", "H", "H", "H", "C", "C", "C", "C", "N", "C", "S", "N", "C", "C", "C", "C", "H", "H", "H", "H", "H", "H", "H", "H", "H", "H", "H", "H", "H", "H", "H", "H", "H", "H", "H", "H"], "coordinates": [[-1.8838, -0.7636, -0.3709], [-4.7856, -2.5939, 0.4898], [-3.1508, -3.6039, -1.7527], [-3.5473, -1.9510, -2.6071], [-4.1603, -1.9578, -3.8479], [-4.4774, -0.7382, -4.4276], [-4.1556, 0.4260, -3.7553], [-3.5266, 0.3361, -2.5253], [-3.2341, -0.8322, -1.9470], [-3.3481, -2.6310, 1.7289], [-3.4786, -3.4598, 2.8322], [-2.4469, -3.4826, 3.7563], [-1.3576, -2.6586, 3.5476], [-1.3249, -1.8586, 2.4169], [-2.2935, -1.8485, 1.4936], [-4.3820, -2.8917, -4.3450], [-4.9630, -0.7047, -5.3935], [-4.3783, 1.3973, -4.1725], [-3.2392, 1.2198, -1.9719], [-4.3682, -4.0592, 2.9673], [-2.5078, -4.1187, 4.6290], [-0.5363, -2.6204, 4.2488], [-0.5023, -1.1797, 2.2444], [6.3800, -2.3723, 3.9045], [5.6110, -2.6889, 2.6531], [6.2381, -2.6875, 1.4082], [5.5281, -2.9496, 0.2510], [4.1697, -3.2334, 0.3331], [3.5265, -3.2588, 1.5600], [4.2511, -2.9782, 2.7087], [3.3603, -3.5582, -1.1976], [3.6531, -2.4457, -2.0685], [3.6795, -4.8748, -1.6664], [1.7705, -3.5753, -0.7560], [0.8466, -4.2109, -1.7114], [0.3452, -3.2513, -2.7874], [-0.4087, -2.0766, -2.2035], [-0.4226, -0.9674, -2.7032], [-1.0749, -2.3483, -1.0867], [7.4434, -2.5682, 3.7758], [6.0215, -2.9631, 4.7469], [6.2666, -1.3187, 4.1686], [7.2990, -2.4784, 1.3458], [6.0228, -2.9315, -0.7118], [2.4777, -3.5126, 1.6220], [3.7515, -2.9983, 3.6699], [1.4634, -2.6462, -0.4668], [0.0081, -4.6045, -1.1385], [1.3652, -5.0573, -2.1564], [-0.3444, -3.7761, -3.4577], [1.1610, -2.8651, -3.3971], [-6.7979, 1.4254, 0.9906], [-5.8995, 2.4129, 1.1260], [-6.3966, 3.6824, 1.4326], [-5.5382, 4.7452, 1.5959], [-4.1589, 4.5769, 1.4580], [-3.6686, 3.3309, 1.1441], [-4.5138, 2.2290, 0.9646], [-3.9420, 0.9086, 0.5960], [-4.7193, -0.0875, 0.5640], [-2.7076, 0.8543, 0.2897], [-6.2907, 0.6066, 0.8157], [-7.4666, 3.7965, 1.5406], [-5.9400, 5.7198, 1.8413], [-3.4895, 5.4134, 1.6018], [-2.6038, 3.1772, 1.0453], [3.9264, 1.8642, 0.4280], [4.4806, 0.8080, -0.5237], [3.9105, 0.8259, -1.9409], [2.4616, 0.3794, -2.0541], [1.5180, 1.4168, -1.6352], [0.5632, 1.3055, -0.7300], [0.3724, -0.0872, 0.2742], [-0.2761, 2.3254, -0.5447], [-0.2073, 3.6290, -1.1903], [0.9375, 4.5085, -0.6823], [0.9604, 4.6924, 0.8328], [-0.2910, 5.3578, 1.3908], [4.4726, 1.8553, 1.3723], [2.8746, 1.6966, 0.6649], [4.0256, 2.8678, 0.0047], [4.3192, -0.1880, -0.0988], [5.5638, 0.9336, -0.5954], [4.4935, 0.1420, -2.5589], [4.0308, 1.8206, -2.3895], [2.2889, -0.4902, -1.4326], [2.2125, 0.0963, -3.0775], [1.6050, 2.3042, -2.1070], [-0.9863, 2.1500, 0.1500], [-1.1707, 4.1061, -1.0113], [-0.1387, 3.4951, -2.2752], [0.8522, 5.4780, -1.1808], [1.8966, 4.0865, -0.9949], [1.8388, 5.2868, 1.0912], [1.1084, 3.7204, 1.3127], [-0.4900, 6.3089, 0.8917], [-0.1870, 5.5568, 2.4570], [-1.1743, 4.7279, 1.2698]], "atomic_forces_ev_per_a": [[0.1759, 0.1560, -0.0203], [0.0532, -0.0318, 0.0272], [0.0289, 0.0528, -0.0589], [0.0430, -0.0414, 0.0522], [-0.0053, 0.0233, -0.0146], [-0.0143, -0.0228, -0.0271], [0.0125, 0.0196, 0.0167], [0.0120, -0.0330, -0.0156], [-0.0204, 0.0160, 0.0422], [-0.0732, 0.0574, -0.0503], [-0.0074, 0.0222, 0.0319], [-0.0163, -0.0208, 0.0194], [0.0305, 0.0256, 0.0142], [-0.0686, 0.0548, -0.0388], [0.0523, -0.1433, 0.0545], [0.0016, -0.0023, 0.0064], [0.0043, -0.0021, 0.0010], [0.0000, -0.0001, 0.0050], [-0.0109, 0.0099, -0.0133], [-0.0013, 0.0021, -0.0081], [0.0017, -0.0021, -0.0047], [-0.0034, 0.0010, 0.0013], [0.0289, -0.0327, 0.0116], [0.0074, 0.0076, 0.0102], [-0.0187, -0.0068, -0.0151], [0.0011, 0.0017, 0.0118], [0.0138, 0.0552, -0.0073], [0.0108, 0.0267, 0.0136], [-0.0100, -0.0463, 0.0306], [0.0188, 0.0056, 0.0059], [0.0361, -0.0095, -0.0566], [-0.0265, 0.0122, 0.0373], [-0.0664, -0.0113, 0.0124], [-0.0736, 0.0710, -0.1170], [0.0353, -0.0218, 0.0559], [0.0301, 0.0081, 0.0841], [-0.0167, -0.0763, 0.0321], [-0.0374, -0.0381, -0.0593], [-0.1127, 0.1457, -0.0981], [-0.0023, -0.0014, -0.0017], [0.0003, 0.0022, 0.0005], [0.0004, -0.0025, -0.0040], [-0.0037, 0.0018, -0.0021], [-0.0163, -0.0016, -0.0007], [0.0050, 0.0086, -0.0202], [0.0003, -0.0030, 0.0026], [0.0159, -0.0361, 0.0075], [-0.0054, 0.0055, 0.0106], [0.0190, 0.0161, -0.0248], [0.0221, -0.0236, 0.0023], [0.0163, 0.0063, -0.0022], [0.0753, -0.0878, -0.0258], [0.0252, 0.0007, -0.0003], [0.0128, -0.0102, -0.0037], [0.0045, 0.0192, 0.0103], [-0.0098, 0.0000, -0.0042], [0.0028, -0.0191, -0.0280], [0.0126, 0.0000, 0.0068], [-0.1244, 0.0156, -0.0132], [-0.0039, 0.0403, 0.0331], [0.0771, -0.0418, 0.0455], [-0.0263, 0.0182, 0.0138], [0.0022, -0.0050, 0.0048], [0.0001, -0.0012, -0.0056], [0.0202, 0.0004, 0.0029], [0.0051, -0.0218, 0.0123], [-0.0162, 0.0289, -0.0027], [0.0282, -0.0319, 0.0273], [0.0369, 0.0095, -0.0258], [-0.0100, 0.0295, 0.0076], [0.0779, -0.0362, 0.0351], [-0.0861, 0.0633, -0.0975], [-0.0861, -0.1452, 0.0568], [0.0126, -0.0013, 0.0821], [-0.0574, -0.0395, -0.0630], [0.0139, -0.0271, -0.0047], [0.0252, -0.0288, 0.0172], [-0.0192, 0.0142, 0.0065], [0.0007, -0.0046, -0.0075], [0.0037, -0.0090, 0.0055], [-0.0120, 0.0034, -0.0100], [0.0100, -0.0048, -0.0094], [-0.0054, 0.0048, 0.0075], [-0.0032, -0.0230, 0.0030], [-0.0041, -0.0003, 0.0233], [-0.0088, -0.0450, 0.0177], [0.0128, 0.0260, -0.0136], [-0.0285, -0.0186, -0.0331], [-0.0761, 0.0245, -0.0244], [0.0173, 0.0377, 0.0317], [0.0143, -0.0016, 0.0099], [-0.0096, 0.0060, 0.0142], [0.0173, 0.0169, -0.0073], [-0.0127, 0.0184, -0.0127], [-0.0062, -0.0024, -0.0062], [0.0043, -0.0024, -0.0007], [0.0101, 0.0009, -0.0004], [0.0163, 0.0256, -0.0155]], "spin_multiplicity": 5, "e_homo_ev": [-10.73, -10.72], "s_squared": 6.058, "orbital_gap_ha": [0.303, 0.198], "total_charge": 1, "lumo_ev": [-2.480, -5.328]}